1.
ORCA calculation (ωB97M-V/def2-TZVPD) on a gas-phase ion, C2H8N4O (charge +2).

Atoms and positions in Å:
O (-0.34930, 0.79131, -0.69981)
N (1.23184, 0.02562, 0.96668)
N (-0.80873, 0.36381, 2.23325)
N (1.65068, -0.27635, -0.08506)
N (0.45445, -0.95645, -2.12602)
C (0.23591, 0.79608, 1.32875)
C (0.67329, 0.29110, -1.23447)
H (1.18544, -1.01320, -2.85155)
H (0.46968, -1.85151, -1.61305)
H (-0.51212, 0.42759, 3.22886)
H (-1.62744, 0.99320, 2.11314)
H (-0.46136, -0.85135, -2.59448)
H (1.37380, 0.95519, -1.77909)
H (0.47211, 1.86466, 1.40312)
H (-1.13634, -0.60498, 2.05808)

Computed properties:
total charge = +2
E_HOMO = -0.7155 Eh
structure (SMILES) = [NH3+]C=[N+]=N[C@@H]([NH3+])[O-]
multiplicity = 1
gap between HOMO and LUMO = 9.62 eV

2.
ORCA calculation (ωB97M-V/def2-TZVPD) on a single C5H12N2O molecule.

Atoms and positions in Å:
O (-0.98991, -1.10218, 1.55808)
N (-0.03857, 0.00679, 0.12468)
N (-1.17668, -0.38856, 0.65639)
C (0.09870, 0.80857, -1.07599)
C (-0.65599, 2.16752, -0.91681)
C (1.11212, -0.88564, 0.45657)
C (1.76757, -0.68184, 1.81515)
C (-0.49684, -0.03408, -2.32847)
H (-0.18441, -1.12647, -2.27418)
H (-1.51629, -0.13958, -2.37002)
H (0.97836, -1.98336, 0.23261)
H (1.88522, 0.40051, 1.64297)
H (-0.26000, 2.58834, -0.00318)
H (1.15491, 0.99406, -1.19951)
H (1.79286, -0.57248, -0.35622)
H (-0.40459, 2.70824, -1.79728)
H (1.11888, -0.67862, 2.72685)
H (2.77413, -1.17704, 1.74158)
H (-1.76083, 1.94261, -0.67763)
H (-0.10569, 0.28642, -3.30079)

Computed properties:
E_HOMO = -0.3277 Eh
structure (SMILES) = CCN(N=O)C(C)C
multiplicity = 1
gap between HOMO and LUMO = 9.81 eV

3.
ORCA calculation (ωB97M-V/def2-TZVPD) on a single C19H16N2O7S molecule.

Atoms and positions in Å:
S (-1.68697, -0.48878, 1.64244)
O (2.25577, -3.86596, -2.13207)
O (1.04749, 3.70522, 0.32425)
O (-0.39653, -0.93623, 2.06395)
O (0.21195, 5.43288, 1.29048)
O (-2.84005, -1.14746, 2.15840)
O (4.98531, -0.68679, -2.14615)
O (-3.42335, 0.72965, -0.13186)
N (-1.66394, -0.62821, -0.07177)
N (0.22463, 4.25370, 1.02397)
C (-0.82967, 3.42930, 1.57383)
C (-2.86364, 1.84364, 2.56464)
C (-2.66776, 0.00277, -0.73926)
C (2.93909, -1.74779, -1.74563)
C (4.57555, -3.50582, -2.72254)
C (-0.06905, -3.69509, -1.38632)
C (1.55085, -1.84788, -1.37103)
C (-2.91110, 3.21884, 2.74032)
C (-0.68560, -1.48708, -0.63516)
C (-1.79053, 1.28182, 1.89819)
C (3.28796, -3.00041, -2.20225)
C (-2.73053, -0.23885, -2.22387)
C (1.19547, -3.18826, -1.63348)
C (-1.00843, -2.82675, -0.86935)
C (3.44642, 0.54690, -0.80868)
C (0.57988, -0.98356, -0.87528)
C (-1.89690, 4.01881, 2.24081)
C (3.88836, -0.63545, -1.62922)
C (-0.76169, 2.05200, 1.40652)
H (4.62619, -4.58519, -2.60426)
H (2.70464, 1.12064, -1.36106)
H (-3.64860, 1.19326, 2.91477)
H (-2.98832, -1.27826, -2.41420)
H (-0.29868, -4.72951, -1.58254)
H (4.30176, 1.18970, -0.61689)
H (-1.76312, -0.03905, -2.67883)
H (-1.91797, 5.09289, 2.35038)
H (0.08180, 1.59987, 0.90989)
H (3.01145, 0.21784, 0.13164)
H (-3.48873, 0.40818, -2.65543)
H (-3.74457, 3.66865, 3.25626)
H (0.78864, 0.05392, -0.67937)
H (5.39894, -3.01736, -2.20693)
H (4.66970, -3.26168, -3.78081)
H (-2.00259, -3.17137, -0.63214)

Computed properties:
E_HOMO = -0.3295 Eh
structure (SMILES) = CC(=O)c1c(C)oc2ccc(N(C(C)=O)S(=O)(=O)c3cccc([N+](=O)[O-])c3)cc12
multiplicity = 1
gap between HOMO and LUMO = 8.14 eV

4.
ORCA calculation (ωB97M-V/def2-TZVPD) on a molecular structure, C21H33AsBrCeN5O7S.

Atoms and positions in Å:
Ce (0.51805, -0.37476, -0.14028)
Br (0.80901, 2.84350, 1.03203)
As (-2.21744, 0.42341, -1.87009)
S (1.13265, 0.07006, -2.89722)
O (0.30403, -1.03216, -2.23295)
O (1.41341, 0.96661, -1.71006)
O (2.27713, -0.37909, -3.60507)
O (-3.61132, 5.48282, 0.66811)
O (-2.55621, -1.15849, -1.71472)
O (-1.18116, 0.82205, -0.47015)
O (-3.63373, 1.40541, -1.70184)
N (2.14055, -2.45350, -0.44571)
N (-1.55785, 2.32178, 2.34302)
N (2.91099, 0.13984, 0.70818)
N (-1.03468, -2.23281, 0.47487)
N (-0.00202, -0.25687, 2.37678)
C (-2.98633, 4.44868, 1.23373)
C (-1.72068, -1.89725, 1.74640)
C (3.27705, 0.23469, 2.15412)
C (-3.58002, 3.59396, 2.16427)
C (-0.44720, 2.14263, -5.90560)
C (-0.04228, 0.91631, -3.88511)
C (1.73799, -3.88526, -0.30091)
C (-0.74017, -3.67240, 0.27162)
C (-1.03998, 3.15339, 1.46506)
C (-0.75489, -1.44704, 2.82135)
C (2.37859, -0.53602, 3.11376)
C (-1.65762, 4.22402, 0.86456)
C (0.41637, 1.41234, -5.08733)
C (1.02854, 0.11769, 3.37704)
C (-1.36843, 1.12106, -3.45745)
C (3.83126, -0.72584, -0.06722)
C (-1.74337, 2.36371, -5.50151)
C (3.48578, -2.18805, 0.10604)
C (-2.83075, 2.56050, 2.68079)
C (-2.20293, 1.85592, -4.28351)
C (0.64335, -4.12332, 0.72644)
H (-0.04731, -2.24166, 3.06467)
H (3.00958, 1.07131, 0.30935)
H (2.91800, -0.61551, 4.05967)
H (3.26260, 1.29079, 2.42773)
H (0.60411, -5.19766, 0.91625)
H (-1.15417, 4.86876, 0.16188)
H (0.91272, -3.66710, 1.68396)
H (2.22911, -2.29606, -1.44997)
H (-2.41989, 2.92772, -6.12897)
H (1.43608, 1.22766, -5.39621)
H (0.66247, -0.15687, 4.37048)
H (-4.60243, 3.73776, 2.48678)
H (-2.28324, -2.76188, 2.10964)
H (-0.67469, 0.52894, 2.35316)
H (1.40325, -4.24015, -1.27699)
H (2.62818, -4.46303, -0.04252)
H (1.12688, 1.20301, 3.36691)
H (4.24300, -2.79370, -0.40186)
H (-0.85629, -3.87074, -0.79666)
H (3.49795, -2.46939, 1.16081)
H (3.75899, -0.44888, -1.12398)
H (-1.31464, -1.22125, 3.73527)
H (-3.22778, 2.03927, -3.99185)
H (4.86638, -0.55111, 0.24015)
H (4.31050, -0.10264, 2.26151)
H (-3.26799, 1.88880, 3.40881)
H (-1.51471, -4.25198, 0.78102)
H (2.23738, -1.56847, 2.77513)
H (-1.69010, -1.97781, -0.28259)
H (-2.43892, -1.10085, 1.53284)
H (-0.09197, 2.52694, -6.85115)
H (-4.51662, 5.57493, 0.99224)
H (-4.40213, 0.85329, -1.50699)

Computed properties:
total charge = +2
E_HOMO = -0.5406 Eh
multiplicity = 1
gap between HOMO and LUMO = 7.30 eV

Ordered electronic energy results: -10190.3096, -10403.7841, -48107.7903, -198730.7861; unit eV.
Ordered energy relative to the best compared isomer or geometry (same formula, charge and spin) results: 57.24, 107.00, 61.34, 0.00; unit kcal/mol.